Entry 1:
35
Properties=species:S:1:pos:R:3:forces:R:3 method="wB97M-V/def2-TZVPD" total_energy_ev=-67339.8810 charge=-1 orbital_gap_ev="5.431 / 5.594" multiplicity=4 e_above_lowest_kj_mol=28.6 homo_energy_ev="-3.37 / -4.62" lumo_ev="2.060 / 0.974"
O -2.280 1.839 2.745 0.27 0.04 0.28
H -1.123 -0.066 -3.081 -0.03 -0.01 0.01
H 1.806 0.721 -3.188 0.00 0.00 0.00
C -0.904 1.155 0.883 0.20 -0.09 -0.01
H 1.609 -1.701 2.301 -0.02 0.00 -0.03
Pt -1.332 0.785 4.421 0.16 -0.07 -0.21
H 2.192 -1.713 -3.530 0.02 0.01 -0.01
C 2.208 -2.525 0.413 0.01 -0.03 -0.14
S -3.269 -1.720 8.095 0.10 0.07 0.14
C 0.969 0.072 -3.463 0.09 0.08 -0.02
Sb -1.933 0.042 7.575 -0.25 -0.25 -0.13
C -0.585 2.007 -3.195 0.03 0.08 -0.04
C 0.764 -0.654 0.632 -0.15 0.25 0.25
S -0.331 -0.638 5.874 0.05 0.15 -0.14
N -0.132 0.445 -1.305 0.10 -0.11 -0.15
H 0.161 2.690 -2.782 -0.02 -0.02 -0.01
C 1.370 -1.472 -1.573 -0.16 0.21 0.00
H 2.683 -3.158 -1.577 -0.01 0.01 0.02
H 0.467 -2.010 -3.438 -0.01 -0.02 0.01
H -1.555 1.915 -0.931 0.01 0.01 0.00
O 0.274 0.245 2.741 0.07 -0.08 0.09
H -1.571 2.355 -2.893 0.00 -0.03 0.01
F 2.966 -3.504 0.951 0.03 -0.02 -0.01
C -0.891 1.197 -0.475 -0.13 0.08 -0.09
C 1.268 -1.361 -3.070 -0.01 -0.07 0.04
C -1.916 2.090 1.551 -0.16 -0.27 -0.20
O -2.388 2.967 0.828 0.03 0.08 0.13
H 0.826 0.161 -4.541 0.01 -0.02 -0.01
C -0.288 0.576 -2.776 -0.06 -0.06 0.22
H -0.539 2.065 -4.284 0.00 0.00 0.03
S -2.906 1.568 6.069 -0.23 0.25 0.14
C 1.547 -1.651 1.221 0.04 0.01 0.12
C 0.033 0.279 1.532 -0.06 -0.05 -0.16
C 2.132 -2.444 -0.975 0.14 -0.16 0.07
C 0.671 -0.557 -0.755 -0.07 0.03 -0.21



Entry 2:
78
Properties=species:S:1:pos:R:3:forces:R:3 method="wB97M-V/def2-TZVPD" total_energy_ev=-36898.0540 orbital_gap_ev=10.151 smiles=CCO.CCO.CCO.CCO.CCO.CCO.CCO.CCO.CO e_above_lowest_kj_mol=134.8 homo_energy_ev=-9.56 lumo_ev=0.592
O -23.687 -23.363 -11.134 0.23 0.36 -0.21
C -29.361 -22.076 -10.189 -0.20 -1.03 0.03
C -30.053 -21.068 -11.103 0.28 -0.11 0.31
H -31.639 -23.774 -13.303 -0.18 0.04 0.32
H -21.768 -19.356 -11.721 0.16 -0.11 0.11
H -25.245 -22.488 -7.548 0.40 -0.44 0.22
H -25.744 -25.486 -13.910 0.11 0.16 0.43
C -30.834 -25.742 -12.999 -0.11 0.29 0.45
H -28.509 -25.458 -8.711 -0.03 -0.22 -0.27
H -28.960 -22.954 -10.720 -0.21 0.26 -0.39
H -23.174 -22.563 -10.914 0.07 0.03 0.19
H -26.503 -26.981 -14.233 -0.35 -0.05 0.13
C -26.680 -22.427 -12.545 0.09 0.14 -0.17
H -30.395 -20.238 -10.484 0.11 0.16 -0.15
H -27.720 -21.143 -15.309 0.00 0.01 -0.03
H -23.846 -25.953 -10.314 0.06 -0.03 0.07
C -24.367 -22.029 -7.999 -0.13 1.09 -0.49
O -26.996 -24.124 -8.502 0.09 -0.02 -0.63
H -24.121 -19.086 -12.444 0.12 0.03 0.04
O -22.833 -20.177 -7.981 -0.41 0.18 0.26
H -22.286 -20.844 -12.540 0.02 0.21 -0.16
C -29.505 -21.907 -15.346 0.55 -1.02 -0.15
C -26.409 -26.221 -13.447 0.32 -0.08 -0.56
H -30.936 -21.484 -11.591 0.04 -0.20 0.05
C -26.633 -26.478 -8.686 -0.25 -0.20 -0.35
H -24.656 -20.144 -6.954 -0.03 -0.04 -0.23
H -27.376 -25.750 -13.268 -0.05 -0.20 0.08
H -30.507 -22.527 -17.141 0.21 -0.14 -0.04
H -24.735 -21.636 -8.954 0.02 0.00 0.00
C -27.496 -25.309 -9.118 -0.35 0.15 1.04
H -23.073 -24.938 -12.288 0.03 0.13 0.00
O -26.340 -22.516 -11.172 -0.27 0.06 -0.04
H -30.414 -21.898 -14.745 0.02 0.74 0.00
C -23.854 -20.847 -7.199 0.08 -0.07 0.14
H -24.127 -19.209 -10.684 0.26 0.05 0.05
H -22.101 -26.224 -10.284 -0.03 0.03 -0.17
H -24.565 -20.588 -11.664 0.09 0.00 0.06
H -27.727 -22.155 -12.667 -0.05 -0.03 0.27
O -28.291 -21.558 -9.414 -0.11 0.25 -0.15
H -22.815 -24.978 -9.261 0.03 0.08 -0.01
H -22.836 -19.257 -7.698 0.22 -0.05 -0.11
H -26.423 -27.736 -11.951 -0.08 0.18 0.36
H -28.877 -21.854 -17.442 0.09 -0.39 0.21
O -29.970 -26.456 -12.131 0.52 -0.18 -0.13
C -22.447 -20.212 -11.666 -0.02 -0.32 0.33
H -26.740 -26.679 -7.622 0.02 0.13 0.05
O -28.555 -20.970 -14.866 -0.39 0.23 0.25
H -30.202 -20.817 -17.128 -0.06 0.07 0.45
H -31.843 -26.163 -12.918 -0.01 0.13 -0.14
H -30.456 -25.906 -14.009 -0.11 -0.22 0.04
H -26.965 -27.370 -9.226 0.11 -0.03 0.06
C -22.768 -24.429 -11.366 -0.49 -0.96 -0.07
C -22.879 -25.459 -10.237 0.19 0.32 -0.06
H -25.423 -22.840 -11.104 0.05 -0.20 0.07
H -27.367 -23.355 -8.965 0.04 -0.10 0.31
H -30.187 -26.283 -11.211 -0.17 0.12 -0.05
C -23.875 -19.742 -11.604 -0.76 -0.04 -0.34
O -24.474 -27.311 -12.460 -0.02 0.19 0.22
H -26.520 -23.378 -13.057 0.10 0.00 -0.04
H -29.924 -23.793 -13.149 0.16 -0.07 0.27
C -30.830 -24.239 -12.733 0.20 -0.09 -0.73
O -22.141 -21.073 -10.563 -0.08 0.34 0.16
H -30.089 -22.524 -9.501 0.00 0.35 0.12
H -22.403 -20.634 -9.722 0.15 -0.26 -0.29
H -24.517 -27.944 -13.184 0.04 -0.01 0.01
H -25.787 -26.154 -11.382 0.19 -0.15 0.10
H -29.127 -22.925 -15.152 0.10 0.04 -0.15
C -29.776 -21.779 -16.826 -0.52 0.47 -0.57
H -27.598 -25.242 -10.207 0.32 0.20 -0.03
H -21.752 -24.070 -11.542 -0.02 0.21 0.32
H -30.876 -23.981 -11.677 -0.27 -0.07 0.01
H -27.509 -21.638 -9.984 0.20 0.17 0.00
H -29.379 -20.717 -11.886 0.00 0.17 0.07
H -26.107 -21.635 -13.036 0.09 -0.09 -0.11
H -23.539 -22.683 -8.260 -0.20 -0.45 0.30
H -23.411 -21.138 -6.240 0.01 -0.18 -0.13
H -25.579 -26.312 -8.905 -0.02 0.08 -0.04
C -25.807 -26.867 -12.204 -0.19 -0.05 -0.84



Entry 3:
11
Properties=species:S:1:pos:R:3:forces:R:3 method="wB97M-V/def2-TZVPD" total_energy_ev=-8668.7626 orbital_gap_ev=9.896 e_above_lowest_kj_mol=470.8 homo_energy_ev=-9.55 lumo_ev=0.347
C -1.670 0.261 -0.008 0.04 -0.32 -0.45
H -2.030 0.427 1.011 0.13 -0.03 -0.07
H -1.641 1.223 -0.526 -0.05 -0.14 0.02
H -2.350 -0.424 -0.518 0.07 0.11 0.07
H 2.215 1.636 -0.043 -0.40 -0.05 0.49
N 0.753 0.603 0.517 -0.51 0.52 0.11
O 1.588 -1.680 0.394 -2.97 0.47 -1.92
H 1.935 -1.223 -0.396 0.44 -0.47 0.46
C -0.296 -0.320 0.043 1.76 0.48 0.88
N 0.041 -1.535 -0.082 1.65 -0.37 1.07
N 1.455 1.032 -0.394 -0.16 -0.21 -0.66



Entry 4:
68
Properties=species:S:1:pos:R:3:forces:R:3 method="wB97M-V/def2-TZVPD" total_energy_ev=-73132.6035 orbital_gap_ev=11.624 smiles="CCOC(=O)C(F)(F)F.CCOC(=O)C(F)(F)F.CCOC(=O)C(F)(F)F.CCOC(=O)C(F)(F)F.CC#N.CC#N" homo_energy_ev=-11.00 lumo_ev=0.619
H 1.988 -7.889 2.682 0.01 -0.04 0.02
O -0.167 -4.601 2.441 -0.25 -0.18 0.07
H -6.207 3.377 -0.516 0.07 -0.05 0.18
C 0.996 -2.633 1.786 0.21 0.01 -0.23
C -6.474 2.342 -0.727 -0.27 0.23 -0.42
H -3.187 0.713 -5.858 0.16 -0.01 -0.08
F 2.744 0.645 1.875 -0.04 0.07 0.05
F 4.468 -0.264 0.937 0.00 -0.03 0.02
H 0.646 1.381 -0.740 0.16 0.02 -0.20
F -0.726 -3.174 -1.833 -0.01 -0.10 -0.01
H -4.871 1.845 -2.073 0.07 -0.13 -0.09
C -5.258 1.528 -1.110 -0.40 0.20 0.33
O 2.069 -4.536 2.717 0.11 0.45 0.02
H -1.059 1.164 -1.141 0.06 0.10 -0.17
C 0.892 -4.060 2.352 0.00 -0.11 -0.13
H 5.942 4.008 1.436 -0.26 -0.25 0.03
C 0.525 5.837 0.617 0.25 0.03 -0.20
F -3.105 1.323 2.901 0.06 0.07 -0.11
F 0.608 -1.770 2.725 -0.10 0.22 0.17
H -0.206 -0.155 -0.416 0.17 0.01 -0.02
O -4.178 1.779 -0.184 0.23 0.17 -0.26
H -5.507 0.470 -1.079 0.22 -0.09 -0.25
C -0.085 0.675 -1.114 -0.51 -0.22 0.59
H -7.021 1.904 0.105 0.13 0.06 0.17
H 7.078 3.172 0.415 0.01 -0.25 -0.03
O -4.661 -0.077 0.992 0.06 -0.01 0.08
H 8.255 2.263 2.355 -0.01 -0.14 0.23
O 5.682 1.943 1.286 -0.01 -0.42 -0.21
H 7.894 3.958 2.728 0.12 -0.06 0.06
C 4.393 2.130 1.061 0.03 -0.02 0.10
N 0.483 -0.263 -3.466 -0.05 -0.17 -0.26
H -4.321 -0.630 -5.742 0.02 0.00 0.02
N 0.935 3.837 -1.000 0.00 -0.14 -0.18
H -2.613 -0.996 -5.880 0.19 0.26 -0.16
H 6.873 2.698 3.426 0.12 -0.12 0.13
H -0.537 6.023 0.747 -0.06 -0.05 0.03
F -2.246 -4.109 -3.058 -0.06 0.00 0.01
O 3.815 3.171 0.996 -0.20 0.16 -0.05
C -2.571 -1.842 -2.307 0.43 -0.10 0.12
C -3.324 -0.289 -5.459 -0.33 -0.30 0.17
H 2.926 -5.818 4.001 -0.12 0.15 0.15
C 2.293 -6.920 2.292 0.24 0.18 -0.45
H -4.084 0.033 -3.461 0.12 0.22 0.18
C -2.746 1.213 1.616 0.18 -0.47 0.07
H 0.992 6.723 0.187 -0.04 0.03 0.09
C 2.071 -5.830 3.327 0.35 -0.75 0.01
F -2.605 -3.785 -0.952 -0.09 -0.02 0.11
C -2.044 -3.271 -2.040 0.10 0.07 -0.19
F -2.134 2.338 1.248 0.01 0.03 0.04
H 3.345 -6.965 2.003 -0.02 -0.07 0.15
H 1.160 -5.998 3.893 -0.13 0.20 -0.04
C 3.647 0.782 0.901 0.03 -0.04 -0.18
O -2.522 -1.026 -1.432 -0.33 0.22 0.07
O -2.919 -1.660 -3.558 -0.09 0.01 -0.13
H 1.757 -6.725 1.361 -0.30 -0.01 0.22
H -2.306 0.307 -3.644 -0.06 0.09 0.14
F 0.191 -2.505 0.731 0.04 0.04 0.08
C 0.748 4.717 -0.291 -0.10 0.11 0.21
C -3.987 0.883 0.761 -0.23 -0.19 0.13
F 3.005 0.771 -0.274 0.09 0.02 0.14
H 0.991 5.623 1.576 -0.04 0.00 0.04
C 7.458 2.974 2.553 -0.28 0.19 -0.59
F 2.236 -2.308 1.413 -0.05 -0.05 -0.03
C 6.527 3.092 1.352 0.44 0.90 0.36
H -7.165 2.389 -1.576 0.08 -0.16 0.06
F -1.869 0.201 1.512 -0.16 0.28 0.10
C -3.166 -0.280 -3.954 -0.07 -0.34 -0.29
C 0.238 0.144 -2.422 0.13 0.27 0.05